The following is a quantum chemistry calculation of a structure of composition C2F18NO4P2S2V at a distorted geometry, from OMol25.

Calculated values
Gap between HOMO and LUMO (spin up / spin down) (eV): 9.44 / 11.53
Lowest unoccupied orbital energy (spin up / spin down) (eV): 2.530 / 2.515
Maximum force (eV/A): 4.96
Energy above the lowest of the compared OMol25 structures with the same formula, charge and spin (kcal/mol): 17.3
E_HOMO (spin up / spin down) (eV): -6.92 / -9.01

Geometry as ORCA input:
```
! wB97M-V def2-TZVPD RIJCOSX def2/J DEFGRID3
* xyz -1 4
V 0.2362 0.1433 -0.6421
P 3.3253 -0.4133 -0.6990
F 3.1586 -0.8018 -2.2911
F 2.2559 0.8284 -1.0093
F 1.9098 -1.3335 -0.4934
F 3.3716 -0.1576 0.8160
F 4.2564 -1.7183 -0.6194
F 4.5325 0.5417 -1.0533
P -0.2920 0.7663 -3.4916
F 0.1391 1.7219 -2.1816
F 0.5632 -0.4172 -2.6866
F -1.5876 0.3623 -2.6049
F -0.6749 -0.2700 -4.6199
F -1.0811 1.9678 -4.1414
F 1.0493 1.1847 -4.2386
C -3.2402 1.1601 1.5359
F -3.4802 -0.1149 1.7724
F -3.8031 1.4946 0.3899
F -3.7581 1.8776 2.5257
S -1.3893 1.5016 1.4274
O -1.1227 2.1074 0.1450
O -1.0322 2.2559 2.5662
N -0.7304 -0.0316 1.1979
S -0.3982 -0.6615 2.6751
O 0.9570 -0.3869 3.0113
O -1.4035 -0.4170 3.6553
C -0.4277 -2.4652 2.3282
F -1.6599 -2.8480 1.9651
F 0.4083 -2.7600 1.3394
F -0.0822 -3.1169 3.4216
*
```